Here is C14H13N7OSSc as an isolated structure in a non-equilibrium geometry from the OMol25 dataset. Energies are from ωB97M-V/def2-TZVPD.

Output
Kohn-Sham gap, eV: 7.41
HOMO level, eV: -10.5414
Total charge: +1
M, u: 372.33
E, a.u.: -2158.73052
LUMO level, eV: -3.1
Energy above the lowest of the compared OMol25 structures with the same formula, charge and spin, kcal per mole: 0.0
2S+1: 1

Element x y z (Å)
Sc -0.5310 0.3853 0.0010
N -4.9403 0.8719 0.6081
C -3.6414 0.5330 0.4646
S -2.5224 1.8849 0.2433
N -3.3719 -0.7345 0.5152
N -2.0261 -1.0723 0.3786
C -1.8060 -2.3365 0.4965
C -0.5216 -3.0081 0.4089
C -0.5106 -4.3982 0.5734
C 0.6639 -5.1166 0.5145
C 1.8602 -4.4383 0.2885
C 1.8731 -3.0641 0.1235
C 0.6896 -2.3421 0.1809
O 0.6987 -1.0059 0.0220
H -5.2240 1.8293 0.5214
H -5.6305 0.1462 0.6927
H -2.6819 -2.9519 0.6868
H -1.4512 -4.9072 0.7519
H 0.6563 -6.1899 0.6433
H 2.7909 -4.9891 0.2424
H 2.7951 -2.5252 -0.0519
N 1.7606 3.2399 -2.2253
C 1.2316 2.7562 -3.4035
C 0.3893 1.7543 -3.0465
N 0.3963 1.6240 -1.6776
C 1.2312 2.5337 -1.2131
C 1.4541 2.6577 0.2213
N 0.8257 1.8547 1.0567
C 1.2209 2.2108 2.3245
C 2.0958 3.2452 2.2436
N 2.2373 3.5136 0.8982
H 2.4229 3.9948 -2.1573
H 1.4976 3.1614 -4.3636
H -0.2186 1.1299 -3.6783
H 0.8488 1.7103 3.2015
H 2.6203 3.8019 2.9998
H 2.8173 4.2412 0.5142

Force components x, y, z for each atom (eV/Å):
0.2500 1.8410 -0.3265
0.0979 0.1240 -0.0292
-0.1465 0.1347 0.0097
-0.1922 -0.3648 0.0721
0.1219 -0.2309 -0.0073
-0.6804 -0.1180 0.1182
0.1939 -0.1918 0.0082
-0.3279 -0.0386 0.0559
-0.0755 -0.0907 0.0198
0.0671 0.0363 -0.0112
-0.0459 -0.0085 0.0065
0.1481 -0.0292 -0.0242
0.1245 0.2555 -0.0344
0.3920 -1.3765 0.0970
-0.0065 -0.0164 0.0072
0.0024 -0.0182 0.0046
0.0093 -0.0628 -0.0020
0.0316 0.0088 -0.0083
0.0046 0.0165 -0.0017
-0.0076 0.0120 -0.0029
-0.0024 -0.0319 0.0038
0.0820 0.1361 -0.1489
0.0775 0.0577 0.0761
-0.0584 -0.0420 0.0869
-0.1208 -0.1489 -0.0407
0.0340 0.0225 0.0456
0.0059 0.0096 -0.0729
-0.0595 -0.0343 0.1829
-0.0790 -0.0243 -0.0725
0.0557 0.0101 -0.1045
0.1044 0.1757 0.0912
-0.0126 -0.0101 -0.0113
0.0098 0.0040 0.0370
0.0110 0.0096 0.0297
-0.0027 0.0046 -0.0247
-0.0017 -0.0061 -0.0380
-0.0040 -0.0149 0.0087

Atom charges from the natural (NBO) analysis, given in e for atoms 1 to 5:
1 Sc 1.786
2 N -0.781
3 C 0.320
4 S -0.402
5 N -0.428